Record 1
DFT (ωB97M-V with the def2-TZVPD basis set) results for a molecular structure, C10H12O4STm at a distorted geometry.

ORCA input file:
```
! RIJCOSX wB97M-V def2-TZVPD def2/J DEFGRID3
* xyz 3 3
C 2.64493 -1.33283 0.95567
C 2.50257 -1.50877 -0.63431
C 1.87179 -0.24085 -1.40926
C 0.87582 0.66555 -0.53771
C 1.26633 1.64476 0.42271
C 0.07797 2.38715 1.20001
O 0.14088 3.59915 1.54170
C -1.20723 1.46032 1.54829
C -1.60593 0.48530 0.57184
C -2.84565 -0.49439 0.84053
S -4.16483 -0.44013 -0.47104
O -4.79508 -1.81632 -0.53430
O -5.25307 0.64075 -0.13986
C -0.71384 0.44157 -0.77777
O -1.18705 0.22110 -1.92202
H 3.33496 -0.41542 1.12612
H 3.02832 -2.26431 1.49999
H 1.64759 -1.04086 1.46779
H 3.56564 -1.66466 -1.05196
H 1.83715 -2.41487 -0.82856
H 1.22778 -0.67664 -2.27279
H 2.68201 0.41256 -1.95341
H 2.37926 1.80503 0.60185
H -1.70703 1.60268 2.56314
H -3.31334 -0.15057 1.84249
H -2.55994 -1.59624 0.98465
H -3.68662 -0.16602 -1.75206
Tm 3.95658 0.85698 -2.88175
*
```

Output
F_max in hartree/bohr: 0.122
⟨S²⟩: 2.02
Orbital gap (spin up / spin down) in eV: 6.385 / 5.207

***

Record 2
DFT (ωB97M-V with the def2-TZVPD basis set) results for a single C10H12P2 molecule at a distorted geometry.

ORCA input file:
```
! RIJCOSX wB97M-V def2-TZVPD def2/J DEFGRID3
* xyz 0 1
C -1.17517 3.20089 -1.65086
P -0.28984 2.24719 -0.52120
C 0.51879 0.83977 -1.34711
C 0.27069 0.30305 -2.56310
C 1.06046 -0.85334 -3.15526
P -1.53037 1.67232 1.09248
C -0.74541 0.21133 1.68205
C -1.60690 -0.77357 2.13036
C -1.02303 -1.91478 2.71091
C 0.28368 -2.08748 2.76128
C 1.16561 -1.05298 2.40616
C 0.62122 0.14386 1.87463
H -0.62331 3.03288 -2.58568
H -1.49776 4.18048 -1.39327
H 1.32492 0.39455 -0.77621
H -0.58114 0.65839 -3.11881
H 0.42987 -1.74656 -3.42121
H 1.57483 -0.46169 -4.05137
H 1.92303 -1.28002 -2.51210
H -2.67452 -0.79777 1.99631
H -1.54455 -2.75467 2.97699
H 0.53474 -3.10357 3.25151
H 2.32579 -1.03934 2.45164
H 1.25837 0.98105 1.76186
*
```

Output
F_max in hartree/bohr: 0.090
ΔE to the lowest compared entry with this formula, charge and spin in kcal per mole: 53.8
Orbital gap (spin up / spin down) in eV: 6.250 / 6.707

***

Record 3
DFT (ωB97M-V with the def2-TZVPD basis set) results for a molecular structure, C10H13AsF6NO4SSbV at a distorted geometry.

ORCA input file:
```
! RIJCOSX wB97M-V def2-TZVPD def2/J DEFGRID3
* xyz 3 1
V 0.01864 0.14780 -0.92907
O 0.79226 0.19817 0.76780
C 1.61793 1.03434 1.30151
C 2.08857 2.18328 0.66309
C 3.00319 3.04302 1.30709
C 3.42618 4.15782 0.62431
C 2.98703 4.46430 -0.65826
C 2.07344 3.63150 -1.31182
C 1.63962 2.50581 -0.64882
O 0.75719 1.65747 -1.22746
N 4.40039 5.07271 1.28990
O 4.79041 5.99824 0.62650
O 4.67341 4.80186 2.43335
H 1.93498 0.79939 2.31879
H 3.37046 2.85491 2.31036
H 3.36970 5.36001 -1.13571
H 1.71898 3.85552 -2.30910
C -3.38718 0.31130 -3.40328
As -3.51868 -0.43573 -1.64998
C -5.12243 0.04837 -0.73179
C -3.14026 -2.30664 -1.59822
S -1.97270 0.66132 -0.34697
H -4.22328 -0.11214 -3.96760
H -2.44449 0.01707 -3.85905
H -3.49148 1.39370 -3.35028
H -5.95291 -0.40312 -1.28073
H -5.22393 1.13310 -0.73457
H -5.09161 -0.34484 0.28375
H -3.97186 -2.81044 -2.09847
H -3.07432 -2.64259 -0.56470
H -2.21986 -2.49220 -2.14836
F -0.23627 -0.43641 -2.53367
Sb 1.60360 -2.88031 -0.83818
F -0.08007 -1.91011 -0.44831
F 1.61264 -3.37072 -2.59198
F 0.75768 -4.28619 -0.02567
F 3.17287 -2.92052 0.09906
F 1.96024 -1.02974 -1.22095
*
```

Output
F_max in hartree/bohr: 0.020
ΔE to the lowest compared entry with this formula, charge and spin in kcal per mole: 0.0
Orbital gap (spin up / spin down) in eV: 5.443 / 5.443

***

Record 4
DFT (ωB97M-V with the def2-TZVPD basis set) results for a molecular structure, C10H13B2F4N13O6Ti at a distorted geometry.

ORCA input file:
```
! RIJCOSX wB97M-V def2-TZVPD def2/J DEFGRID3
* xyz 0 3
Ti 0.19456 0.00275 0.22782
C -3.96563 -0.74377 -0.72409
C -2.55796 -0.26595 -0.69055
N -1.53509 -1.02455 -0.55009
O -1.71218 -2.34767 -0.43909
B -0.62398 -3.07294 -1.15227
F -0.88675 -4.39308 -1.18487
F -0.39398 -2.48012 -2.38204
O 0.72372 -2.90181 -0.36497
N 1.12532 -1.68217 -0.27939
C 2.51974 -1.46394 0.13630
C 3.44359 -2.65497 -0.01116
C 2.91702 -0.18532 -0.61458
N 1.91283 0.58342 -0.79890
O 2.06485 1.77632 -1.40790
B 0.88126 2.07271 -2.29143
F 1.16639 3.12445 -3.08604
F 0.55781 0.88828 -2.98187
O -0.36789 2.43181 -1.45537
N -0.91581 1.31181 -0.97750
C -2.18534 1.13688 -0.97584
C -3.18330 2.16977 -1.36065
C 4.32089 0.18010 -0.93316
H -3.99098 -1.81050 -0.52245
H -4.40593 -0.55698 -1.70462
H -4.56343 -0.21564 0.02044
H 2.85106 -3.54752 -0.18472
H 4.00747 -2.78209 0.91063
H 4.12627 -2.51417 -0.84524
H -2.66995 3.07726 -1.66589
H -3.83264 2.38942 -0.51054
H -3.80984 1.81682 -2.17994
H 5.02625 -0.45107 -0.40034
H 4.47846 1.22396 -0.66244
H 4.48936 0.09882 -2.00913
N -1.45817 1.40614 3.13737
C -1.38387 0.05522 3.00936
N -1.67167 -0.82871 3.96234
N -1.37708 -1.99224 3.42230
N -0.97010 -1.84055 2.18926
N -0.97568 -0.54762 1.87615
C -0.63018 2.19217 2.40705
N -0.30130 3.44611 2.72929
N 0.60139 3.78362 1.83694
N 0.80020 2.80353 0.98975
N 0.02100 1.77404 1.30220
H -1.76615 1.77297 4.03376
O 1.47026 -0.09433 1.64002
O 2.43513 -1.12065 1.51610
*
```

Output
F_max in hartree/bohr: 0.042
⟨S²⟩: 2.02
Orbital gap (spin up / spin down) in eV: 7.783 / 5.486

***

Record 5
DFT (ωB97M-V with the def2-TZVPD basis set) results for a molecular structure, C10H13Br2F13InNO2P.

ORCA input file:
```
! RIJCOSX wB97M-V def2-TZVPD def2/J DEFGRID3
* xyz -1 1
N 1.81695 3.49378 0.32350
P 3.08808 2.66621 0.78454
O 2.94978 2.48462 2.41599
O 4.37758 3.66290 0.75113
In 3.51402 0.39822 -0.38401
C 1.70115 -0.81815 0.09063
C 0.45020 0.04767 0.27251
C -0.81229 -0.75764 0.50561
F -0.93397 -1.83265 -0.34119
F -0.83016 -1.25544 1.79041
C -2.11038 0.07521 0.31161
F -2.11217 0.56160 -0.95892
F -2.06987 1.13443 1.16666
C -3.47741 -0.70100 0.50413
F -3.28989 -1.83487 1.21117
F -3.96495 -1.04951 -0.71244
C -4.62959 0.05341 1.24161
F -4.21459 0.43604 2.46469
F -5.63114 -0.84646 1.41118
C -5.25175 1.26792 0.48462
F -4.28768 2.04703 -0.04848
F -6.03320 0.79466 -0.51415
C -6.14254 2.18030 1.37424
F -7.08524 1.47847 1.99656
F -6.73437 3.07912 0.60022
F -5.42771 2.81894 2.27814
H 1.35337 3.04953 -0.46064
H 2.00356 2.56614 2.60177
H 4.02187 4.56296 0.84073
H 3.70497 0.70632 -2.10312
H 4.94906 -0.35236 0.33907
H 1.54969 -1.56640 -0.69116
H 1.92998 -1.32414 1.03426
H 0.56679 0.69550 1.14638
H 0.28831 0.69741 -0.59244
Br 3.11135 -2.22105 -3.60549
C 4.80455 -2.90738 -2.95914
C 4.68220 -4.31709 -2.44454
Br 3.75916 -4.39238 -0.73567
H 5.13682 -2.21478 -2.18969
H 5.48876 -2.87180 -3.80417
H 5.66766 -4.74415 -2.27089
H 4.12307 -4.95110 -3.12521
*
```

Output
F_max in hartree/bohr: 0.011
Orbital gap in eV: 7.557

***

Record 6
DFT (ωB97M-V with the def2-TZVPD basis set) results for 2 unconnected molecules or ions with the total composition C10H13BrF7INO2PS at a distorted geometry.

ORCA input file:
```
! RIJCOSX wB97M-V def2-TZVPD def2/J DEFGRID3
* xyz 0 1
C 1.46396 -1.76212 3.49691
C 1.96437 -1.82956 2.00306
C 1.88012 -0.56671 1.05995
I 1.09695 -1.28437 -0.88883
P 1.10307 1.04116 1.61568
Br 2.36434 1.83121 3.36809
S -0.86402 0.84286 2.52666
O -0.85566 0.38795 3.96358
O -1.33340 2.29022 2.59940
C -2.14581 0.00504 1.46369
F -3.34578 0.73428 1.64176
F -1.86262 0.16535 0.07828
C -2.36802 -1.54632 1.70016
F -1.22816 -2.34200 1.48392
F -3.29507 -1.96636 0.70841
C -2.98757 -1.98268 3.10182
F -4.09875 -2.81863 2.84262
F -3.46131 -0.96031 3.90053
F -2.12155 -2.78059 3.87384
H 1.81926 -0.89703 4.12833
H 1.84810 -2.70964 4.02515
H 0.32584 -1.89161 3.49501
H 1.40948 -2.69978 1.50044
H 3.05791 -2.18886 2.02994
H 2.95992 -0.28511 0.77636
C -0.31444 2.49150 -3.91299
C 0.97831 2.68617 -4.69619
C 1.29021 1.52462 -5.64159
C 1.56108 0.27787 -4.92027
N 1.76743 -0.70161 -4.35487
H -0.25452 1.62411 -3.25052
H -0.51437 3.36845 -3.29328
H -1.16392 2.35230 -4.58664
H 1.80553 2.83412 -3.99546
H 0.89302 3.60326 -5.28710
H 2.16713 1.78260 -6.24265
H 0.46121 1.37744 -6.33962
*
```

Output
F_max in hartree/bohr: 0.159
Orbital gap in eV: 8.261

***

Record 7
DFT (ωB97M-V with the def2-TZVPD basis set) results for 2 unconnected molecules or ions with the total composition C10H13BrSi at a distorted geometry.

ORCA input file:
```
! RIJCOSX wB97M-V def2-TZVPD def2/J DEFGRID3
* xyz 0 3
C 0.60098 3.91103 0.28188
C 0.05679 2.90475 1.12004
C 1.59906 3.67874 -0.64863
C 0.56190 1.63925 0.99199
C 2.03606 2.34633 -0.83422
C 1.49667 1.32443 -0.02826
C 0.85819 -1.75266 0.21777
C -0.37612 -1.98667 -0.11220
C -1.17358 -2.98344 0.74200
C -1.30356 -0.96372 -0.79985
Si 1.90852 -0.42321 -0.47146
Br 3.98321 -0.85365 0.28021
H 0.30858 4.95896 0.34131
H -0.80043 3.04400 1.73771
H 1.84762 4.45277 -1.34056
H -0.04913 0.90721 1.43973
H 2.89800 2.06427 -1.51478
H 1.36220 -2.50235 0.79251
H -1.92756 -3.72056 0.20554
H -0.61710 -3.89928 1.13515
H -1.69241 -2.56637 1.57237
H -1.73659 -1.63804 -1.59847
H -0.89311 -0.12360 -1.42380
H -2.03375 -0.56576 -0.02314
H 1.85277 -0.58638 -2.39371
*
```

Output
F_max in hartree/bohr: 0.103
⟨S²⟩: 2.05
ΔE to the lowest compared entry with this formula, charge and spin in kcal per mole: 34.6
Orbital gap (spin up / spin down) in eV: 5.946 / 6.462

***

Record 8
DFT (ωB97M-V with the def2-TZVPD basis set) results for a single C10H13ClN2S molecule at a distorted geometry.

ORCA input file:
```
! RIJCOSX wB97M-V def2-TZVPD def2/J DEFGRID3
* xyz 0 3
C 1.36610 1.03395 -0.75130
C 2.64272 0.64560 -1.06069
C 1.87643 0.92894 1.49627
C 0.95503 1.18243 0.59311
C 3.45749 0.27590 0.02247
C -2.16323 -0.44007 -1.27151
C -2.54461 0.19869 0.09785
C -1.42109 -1.73297 -0.91058
C -1.45828 0.45662 1.06226
C -0.51497 1.60989 0.91208
N 3.10369 0.53053 1.27389
N 0.36419 -2.85619 0.58693
S 0.33108 -1.61181 -0.32473
Cl 4.98281 -0.47262 -0.28996
H 0.68749 1.22590 -1.49045
H 2.93019 0.48853 -2.11825
H 1.66447 1.04385 2.53644
H -3.04145 -0.51722 -1.95121
H -1.70501 0.25923 -1.95210
H -3.14960 1.03248 -0.14477
H -3.23131 -0.56465 0.52648
H -2.08549 -2.26780 -0.18847
H -1.44752 -2.27627 -1.91433
H -1.47467 0.15886 2.07462
H -0.41858 2.20367 1.77130
H -0.95789 2.33082 0.26522
H 1.25201 -2.86629 1.14944
*
```

Output
F_max in hartree/bohr: 0.096
⟨S²⟩: 2.01
Orbital gap (spin up / spin down) in eV: 7.764 / 8.736